Formula: C29H23F4O3P
Source: OMol25
Level of theory: ωB97M-V/def2-TZVPD

Geometry as XYZ:
```
60
Properties=species:S:1:pos:R:3:nbo_charge:R:1
F 2.8223 -4.8496 0.5545 -0.320
C 2.1207 -3.8234 1.1449 0.404
C 2.6143 -3.3107 2.3437 -0.317
C 1.8590 -2.2955 2.9337 0.491
F 2.3497 -1.6986 4.0737 -0.324
C 0.6615 -1.8329 2.4112 -0.263
C 0.2215 -2.3067 1.1327 -0.116
C -0.8533 -1.6612 0.4436 -0.013
C -1.8473 -2.3433 -0.2921 -0.010
C -2.9652 -1.5973 -0.7930 -0.227
C -3.9191 -2.2360 -1.5608 0.395
F -5.0146 -1.5128 -1.9748 -0.320
C -3.8557 -3.5867 -1.9087 -0.284
C -2.7828 -4.3032 -1.3821 0.400
F -2.6737 -5.6347 -1.7175 -0.320
C -1.8374 -3.7529 -0.5317 -0.257
C 0.9780 -3.3480 0.5231 -0.248
H 3.5107 -3.6985 2.8166 0.260
H 0.0781 -1.0599 2.9169 0.255
H -1.0768 -0.6057 0.6322 0.276
H -3.0244 -0.5337 -0.5586 0.243
H -4.6289 -4.0623 -2.5016 0.259
H -1.0757 -4.3856 -0.0814 0.245
H 0.7179 -3.7148 -0.4700 0.246
C 1.5794 -2.1368 -3.9892 -0.624
C 1.8268 -0.7816 -3.3899 -0.074
O 1.1908 -0.7745 -2.0995 -0.530
C 1.3734 0.4388 -1.5176 0.733
C 0.7116 0.5331 -0.2155 -0.852
P 1.2095 1.9255 0.7207 1.917
C 0.9792 3.4243 -0.2486 -0.323
C 0.1542 3.4589 -1.3736 -0.204
C 0.0060 4.6575 -2.0819 -0.208
C 0.6962 5.8049 -1.6804 -0.206
C 1.5259 5.7583 -0.5547 -0.218
C 1.6741 4.5687 0.1597 -0.192
C -0.0985 1.9807 1.9860 -0.426
C -1.4419 1.9718 1.6098 -0.217
C -2.4352 1.9346 2.5965 -0.210
C -2.0779 1.9038 3.9480 -0.214
C -0.7286 1.9318 4.3158 -0.234
C 0.2653 1.9715 3.3363 -0.133
O 2.5737 1.8086 1.3298 -1.076
O 2.0239 1.3223 -2.0850 -0.625
H 1.9344 -2.1454 -5.0192 0.215
H 2.1255 -2.9069 -3.4367 0.206
H 0.5126 -2.3789 -3.9878 0.207
H 2.9014 -0.5885 -3.2693 0.196
H 1.3855 0.0102 -4.0091 0.189
H 0.9227 -0.3495 0.3827 0.248
H -0.3575 2.5576 -1.7082 0.217
H -0.6434 4.6758 -2.9548 0.210
H 0.5905 6.7318 -2.2456 0.214
H 2.0669 6.6449 -0.2308 0.214
H 2.3401 4.5095 1.0228 0.233
H -1.7117 1.9816 0.5524 0.223
H -3.4832 1.9313 2.2968 0.213
H -2.8522 1.8651 4.7153 0.217
H -0.4419 1.9237 5.3670 0.217
H 1.3235 1.9893 3.6032 0.238
```

Results
LUMO energy: -3.15 eV
HOMO-LUMO gap: 4.56 eV
HOMO energy: -7.707 eV

Formula: C29H23IN2O4PRh
Source: OMol25
Level of theory: ωB97M-V/def2-TZVPD

Geometry as XYZ:
```
61
Properties=species:S:1:pos:R:3:nbo_charge:R:1
Rh 0.4673 -0.0278 -0.0949 0.178
I -0.9203 2.1550 0.4702 0.362
C 0.4286 3.7355 -0.0400 -0.108
C 0.4669 4.7191 0.9118 -0.247
C 1.1169 5.9372 0.6680 -0.215
C 1.6704 6.1607 -0.5566 -0.182
C 1.6592 5.1569 -1.5516 0.014
C 2.2281 5.4453 -2.8094 -0.175
C 2.2498 4.5099 -3.8012 -0.217
C 1.7561 3.2282 -3.5360 -0.167
C 1.2017 2.8788 -2.3205 -0.313
P 0.9451 1.0468 -2.1512 0.981
C 2.6862 0.5348 -2.4328 -0.231
C 3.5118 0.6063 -1.3081 -0.235
C 4.8508 0.2661 -1.3916 -0.208
C 5.3838 -0.1547 -2.6035 -0.214
C 4.5764 -0.2133 -3.7272 -0.211
C 3.2335 0.1336 -3.6460 -0.236
C -0.0311 0.6986 -3.6371 -0.368
C -1.0608 1.5859 -3.9582 -0.187
C -1.9208 1.3115 -5.0081 -0.215
C -1.7700 0.1423 -5.7397 -0.200
C -0.7533 -0.7459 -5.4239 -0.199
C 0.1114 -0.4774 -4.3734 -0.190
C 1.0745 3.8690 -1.3015 -0.121
H -0.0300 4.5630 1.8600 0.226
H 1.1369 6.7000 1.4349 0.221
H 2.1277 7.1129 -0.7950 0.212
H 2.6447 6.4325 -2.9697 0.211
H 2.6727 4.7393 -4.7706 0.219
H 1.8357 2.4745 -4.3086 0.219
H 3.0915 0.9434 -0.3650 0.228
H 5.4853 0.3226 -0.5154 0.208
H 6.4288 -0.4316 -2.6654 0.212
H 4.9955 -0.5239 -4.6762 0.213
H 2.6155 0.0864 -4.5341 0.217
H -1.1884 2.4927 -3.3793 0.220
H -2.7121 2.0086 -5.2524 0.215
H -2.4576 -0.0830 -6.5450 0.214
H -0.6399 -1.6643 -5.9851 0.216
H 0.8757 -1.1904 -4.1077 0.242
C 3.7411 -2.0983 1.9192 -0.659
C 2.3965 -2.5064 1.4371 0.380
N 1.5835 -1.8074 0.7276 -0.386
C 0.4314 -2.6259 0.4020 -0.144
C 0.6906 -3.8853 1.0825 0.275
N 1.8711 -3.7524 1.7014 -0.465
C -0.0064 -5.1694 1.1276 0.720
O -0.8943 -5.3782 0.1735 -0.647
O 0.2705 -5.9906 1.9703 -0.563
C 0.3315 -2.7859 -1.2119 0.866
O -0.0851 -3.8659 -1.6333 -0.692
O 0.6294 -1.7310 -1.7826 -0.669
H 3.8034 -1.0146 1.9701 0.256
H 4.5029 -2.4515 1.2212 0.244
H 3.9478 -2.5232 2.9019 0.226
H 2.2705 -4.5066 2.2455 0.450
H -0.6878 -4.7766 -0.5962 0.508
C -0.8063 -1.7748 0.6978 -0.704
H -1.7014 -2.0584 0.1537 0.214
H -0.9805 -1.6589 1.7674 0.199
```

Results
LUMO energy (spin up / spin down): -1.75 / -1.45 eV
HOMO-LUMO gap (spin up / spin down): 4.41 / 5.03 eV
HOMO energy (spin up / spin down): -6.161 / -6.482 eV
Energy relative to the best compared isomer or geometry (same formula, charge and spin): 3.890 eV

Computed values of calculated total energy (unit: eV) for the preceding records, in sequence: -56744.697 -62011.689.